No. 1
Molecular formula: C28H56Br28
Method: DFT, ωB97M-V/def2-TZVPD

Cartesian coordinates (Å):
H (-2.02737, -0.60858, -7.28715)
Br (-6.29592, -1.31711, 1.62611)
H (4.47189, -0.68870, 6.93579)
C (-4.93534, -2.68130, 1.90317)
H (-1.82765, 1.77976, 6.13427)
C (-4.56997, 3.75080, -0.76671)
H (-3.20806, -1.39594, 1.50630)
Br (5.29990, -2.99300, 4.61156)
Br (0.16085, 7.39388, -1.64148)
H (-5.57669, 4.05362, -0.96908)
Br (2.02609, -4.25205, 0.28505)
C (-0.19740, -1.43717, 0.69857)
H (-0.17249, -4.05436, 1.45943)
C (-0.27055, -0.11754, 0.00567)
H (-0.67783, 1.51529, -5.59088)
H (5.30069, 1.17839, 5.48189)
C (3.11953, -1.77410, -2.89893)
H (-0.38974, 0.63098, 0.79970)
C (4.41058, 1.07250, 1.42722)
C (-3.82164, 3.46490, -2.05953)
C (2.16551, 4.35202, -3.19695)
Br (-1.08912, 3.88775, 1.14367)
Br (-4.84845, 2.05413, 0.11164)
C (-0.75726, 1.89050, 4.22025)
Br (-2.45233, -3.17015, 3.06181)
C (-1.51659, 1.23376, -6.25683)
H (-1.86457, 3.42571, 5.27951)
C (-6.10757, -1.61707, -2.24934)
Br (5.94718, 1.36146, 7.91576)
Br (0.44056, -0.28317, -7.32937)
C (-5.38229, -0.39637, -2.84114)
Br (2.72632, -0.17169, 5.15113)
H (2.12286, -5.33576, 2.81398)
H (0.56583, 4.12181, -4.69048)
Br (-0.24022, 2.97697, -2.64468)
Br (-2.95405, -5.56041, -5.53445)
H (-4.41342, 2.83861, -2.72739)
H (-1.29540, -0.82153, -5.68903)
Br (3.59146, 4.76543, -4.41681)
C (-2.89905, -5.72002, -3.62112)
Br (0.36374, 3.03333, 6.48293)
Br (-6.84216, 0.77024, -3.54556)
C (4.76425, 1.33698, 6.38225)
C (1.18142, -4.88606, 2.85191)
H (-2.78359, 2.99355, -1.91336)
H (-0.87214, -5.20654, -3.39402)
C (-0.90999, 6.21032, -0.52998)
C (5.02301, -2.59085, 2.71223)
H (-1.64260, 5.74362, -1.23330)
H (-1.91541, -3.83636, -3.52613)
C (-3.71671, -1.90631, 2.31802)
H (3.17984, 0.38278, 7.53235)
H (-4.83765, 0.22724, -2.11455)
H (6.94552, -3.55210, 2.33839)
H (1.53377, 2.74937, -4.42487)
H (-6.60516, -1.32922, -1.33069)
H (4.19382, 0.58503, 2.33558)
C (0.01657, 5.20702, 0.05670)
H (5.55313, -4.59972, 1.96914)
H (-5.35776, -3.35802, 2.69122)
H (-3.81890, -5.47337, -3.16586)
C (5.89971, -3.60322, 1.96699)
C (3.83465, 0.14553, 6.66681)
C (-1.86485, -4.82582, -3.07974)
Br (-1.91536, -4.83303, -1.13201)
Br (-1.90913, -0.25672, -1.08810)
C (1.09351, 3.60630, -3.93687)
Br (-3.62395, 5.15885, -3.00726)
Br (5.81320, -3.12303, 0.07547)
Br (6.33696, 0.81505, 1.06064)
C (0.60214, -4.87700, 1.44985)
H (5.34489, -1.55264, 2.53926)
Br (-3.09908, 1.60162, -5.22069)
H (-2.72072, -6.71554, -3.31346)
H (3.20236, -1.24917, -0.83984)
C (3.51723, -0.82376, -1.80652)
H (0.11128, -2.26676, 0.02224)
H (3.99300, -2.84407, 2.50214)
H (0.60961, 4.59028, -0.64093)
H (3.47336, -2.76586, -2.76608)
Br (0.02701, -5.95727, 3.98240)
H (-0.32068, 2.66275, 3.57168)
C (4.21749, 2.61527, 1.58187)
H (4.56994, 3.12980, 0.70877)
H (4.18129, 2.22355, 6.34000)
H (-4.81111, -3.23313, 0.97139)
Br (-4.93479, -3.11378, -1.95889)
Br (-2.36471, 1.23080, 3.20312)
H (-3.96840, 4.41956, -0.18797)
H (-4.01602, -1.23924, 3.11577)
H (-1.36380, 6.80856, 0.29899)
H (0.71437, 5.73258, 0.74890)
H (-0.02461, 1.14991, 4.34399)
Br (1.08761, -1.35157, 2.14038)
Br (2.25614, 2.97379, 1.69870)
H (0.59612, 0.08593, -0.67015)
H (-1.57411, 1.76439, -7.18263)
Br (2.85056, 0.98533, -1.97954)
H (4.68076, 3.05268, 2.49368)
C (-1.28723, -0.21553, -6.60442)
H (0.22938, -5.79030, 1.04043)
H (2.62040, 3.69572, -2.41084)
H (3.77808, 0.67097, 0.63530)
H (1.16982, -3.91855, 3.34362)
H (4.58028, -0.72631, -1.72077)
C (-1.27298, 2.53333, 5.52287)
H (1.94666, 5.32776, -2.75888)
H (-6.86550, -1.96037, -2.92969)
Br (1.15023, -1.88055, -2.96513)
H (-4.82581, -0.59383, -3.72264)
H (3.39645, -1.46536, -3.91294)
H (-1.13287, -1.65104, 1.15722)

Output
total energy = -73172.93068 a.u.
charge = 0
HOMO energy = -10.039 eV
molar mass = 2630.068 g mol⁻¹

Here are the Mulliken charges for atoms 1 to 8, given in e:
1 H 0.415
2 Br -0.203
3 H 0.417
4 C -0.302
5 H 0.360
6 C -0.589
7 H -0.164
8 Br -0.149

No. 2
Molecular formula: C28H56FIN4O10
Method: DFT, ωB97M-V/def2-TZVPD

Cartesian coordinates (Å):
C (2.54805, -1.15317, 0.12262)
H (-7.87058, -3.63449, 2.93913)
H (-5.43419, -1.10145, -8.07720)
C (1.76285, 1.80489, 2.15648)
H (2.60144, 2.36886, 2.67113)
H (-0.25762, 2.88682, 2.14582)
H (-4.67203, -3.98994, 4.99229)
N (-2.00500, -1.51216, -7.70776)
H (2.47382, -0.90690, 1.21833)
C (1.75780, 2.02753, 0.58166)
C (0.42370, 2.35172, 2.86941)
H (-8.06268, -0.43511, 4.62275)
H (7.82674, 2.24276, 3.76639)
H (3.19058, -4.27585, 1.01910)
C (5.55495, 2.96486, -1.52632)
F (4.53151, 3.82425, -1.99418)
H (-4.14514, -0.62452, -6.41906)
H (6.12979, 2.62800, -2.44828)
H (5.89455, 0.96730, -0.52003)
H (4.38357, 1.03790, -1.49133)
H (4.18948, -1.49623, -1.11816)
C (-0.70416, -0.53483, 0.07968)
C (-5.92662, -1.44144, 3.37458)
N (-8.27646, -1.32946, 4.18658)
H (-6.27394, -4.16405, 4.28074)
H (6.02255, 3.10908, 1.12910)
H (-8.81368, -2.65558, 1.82951)
H (1.79474, -4.93500, 1.95931)
H (1.06665, 2.40173, -1.72121)
C (-0.42652, 1.20324, 3.55944)
H (-7.12104, -2.99667, 1.46810)
C (5.00519, 2.82625, 1.51238)
O (1.70480, 0.77930, -3.48510)
H (1.88287, 0.73243, 2.47492)
H (-0.95916, 2.80981, 5.04621)
I (-0.70792, -0.84528, -3.66770)
C (-5.34175, -3.59789, 4.22422)
H (-7.96983, -2.01253, 4.87809)
H (-1.95158, 1.22760, 5.25392)
H (6.86820, 1.20866, 1.59742)
O (5.23812, 2.06746, 2.73221)
H (4.33856, -2.17061, 0.42561)
H (2.63312, -3.37045, 2.51424)
H (-5.67912, -0.41089, 3.64623)
H (-6.04585, -0.92010, -9.71896)
H (0.17959, 0.50402, 4.19878)
H (-2.76401, 0.04285, -5.56599)
H (-1.33623, -1.63876, -8.46435)
H (-4.86914, -3.74052, 3.24819)
O (2.95511, 2.55161, 0.02905)
H (0.70317, 3.08965, 3.67702)
C (2.29238, -3.97520, 1.62816)
C (4.15350, 1.93582, 0.49483)
H (4.04166, 0.92886, 0.97811)
C (5.04821, 1.66282, -0.81662)
C (0.69389, 0.59113, -2.86368)
H (-5.60311, 0.53091, -8.80222)
H (-3.79935, 1.10817, -6.51771)
C (-1.46852, 1.94017, 4.53184)
H (-0.57728, 1.76268, -1.35905)
C (-7.42042, -1.49205, 3.00496)
H (-3.53217, 1.29738, -8.97948)
O (-4.62711, 1.91523, 3.01836)
O (-1.72100, -0.88619, -0.36076)
O (1.30099, -3.22789, 0.90513)
C (-3.34474, 0.11428, -6.48804)
H (1.04406, -2.36214, -1.02229)
C (-2.44201, -0.11021, -7.69578)
C (-7.82289, -2.76974, 2.27510)
H (-1.05877, 0.61172, 2.84369)
H (-2.80390, -2.07488, -7.99776)
N (4.01581, -1.36671, -0.11537)
C (-3.51841, 1.61732, 3.45266)
H (6.31281, 3.55473, -0.92222)
C (1.16737, 0.76488, -0.24633)
H (0.97248, 2.83341, 0.41212)
O (-4.03569, -0.64436, -9.53128)
H (-3.30695, 0.51309, 3.57949)
H (5.85935, 0.08067, 2.58757)
O (-5.57716, -2.22976, 4.50736)
C (7.38803, 1.19915, 3.73025)
H (-7.61676, -0.65708, 2.32457)
H (-5.29049, -1.68990, 2.51561)
C (8.58171, 0.19504, 3.45712)
H (2.58724, -3.24992, -0.74790)
H (-1.55752, 0.52117, -7.55857)
C (0.48384, 1.44406, -1.54322)
H (6.91981, 0.96035, 4.72468)
C (1.84315, -2.56186, -0.23872)
C (6.30402, 1.12821, 2.56886)
N (0.18102, 0.11951, 0.66455)
H (8.16708, -0.84435, 3.34318)
C (-5.33974, -0.51334, -8.99259)
O (-2.54941, 2.56253, 3.74922)
H (9.11093, 0.47725, 2.50650)
C (-3.09200, 0.29413, -9.03236)
H (4.43096, 3.77688, 1.73708)
H (-2.30193, 0.34196, -9.78852)
H (9.28439, 0.20719, 4.34314)
O (2.17535, -0.09977, -0.76865)

Output
total energy = -2469.24756 a.u.
charge = 0
HOMO energy = -9.097 eV
SMILES string = CCCOC[C@H](CCF)O[C@H](CCCCOC=O)[C@](CC(=O)I)(N=C=O)O[C@H](N)COC.COC[C@@H](C)N.COC[C@@H](C)N
molar mass = 754.676 g mol⁻¹

Here are the Mulliken charges for atoms 1 to 8, given in e:
1 C 0.698
2 H 0.270
3 H 0.223
4 C -0.073
5 H 0.296
6 H 0.187
7 H 0.266
8 N -0.631